# C20H26ClO3SiV

A structure of composition C20H26ClO3SiV (ωB97M-V/def2-TZVPD, the OMol25 dataset).

Summary:
E: -73393.4572 eV
LUMO (spin up / spin down): -0.01 / -0.22 eV
⟨S²⟩: 2.028
HOMO (spin up / spin down): -7.99 / -8.11 eV
multiplicity: 3

Geometry (Å):
V  -0.522  0.863  1.015
C  5.737  -0.189  -1.572
O  4.941  -1.308  -1.932
C  3.658  -1.322  -1.526
C  2.918  -2.459  -1.935
C  1.611  -2.555  -1.588
C  0.946  -1.555  -0.823
C  -0.434  -1.682  -0.501
C  -1.270  -2.870  -0.887
O  -1.078  -0.816  0.155
C  1.714  -0.423  -0.394
O  1.242  0.540  0.329
C  3.074  -0.334  -0.774
H  6.717  -0.370  -2.001
H  5.822  -0.103  -0.486
H  5.320  0.734  -1.981
H  3.418  -3.218  -2.521
H  1.061  -3.426  -1.910
H  -0.852  -3.502  -1.662
H  -2.245  -2.501  -1.201
H  -1.425  -3.467  0.014
H  3.611  0.541  -0.442
C  -2.326  1.556  -2.239
Si  -1.128  2.853  -1.579
C  0.546  2.586  -2.390
C  -1.771  4.541  -2.104
C  -1.013  2.719  0.273
H  -2.485  1.684  -3.313
H  -3.298  1.630  -1.747
H  -1.953  0.542  -2.076
H  0.480  2.757  -3.468
H  0.921  1.572  -2.235
H  1.291  3.276  -1.988
H  -1.847  4.629  -3.190
H  -1.108  5.334  -1.749
H  -2.761  4.728  -1.682
H  -1.941  3.112  0.707
H  -0.192  3.369  0.615
Cl  -3.109  0.693  1.974
C  -2.566  -0.638  2.986
C  -3.424  -1.689  3.235
C  -2.952  -2.769  3.968
C  -1.639  -2.764  4.419
C  -0.807  -1.686  4.160
C  -1.248  -0.573  3.437
C  -0.386  0.582  3.089
H  -4.435  -1.668  2.851
H  -3.603  -3.607  4.176
H  -1.261  -3.605  4.986
H  0.213  -1.690  4.527
H  0.629  0.439  3.464
H  -0.790  1.508  3.517

Forces on atoms 1 to 3 (eV/Å):
V 0.1 0.0 -0.1
C 0.0 0.0 0.0
O 0.0 0.0 0.0